(1)
Here is one molecule with the formula C2H4FN3 in a non-equilibrium geometry from the OMol25 dataset. Energies are from ωB97M-V with the def2-TZVPD basis set.

```
10
Properties=species:S:1:pos:R:3
F -1.500 1.393 0.384
C -0.767 0.526 -0.429
C 0.660 0.437 0.127
N 0.705 -0.951 0.361
N -0.419 -1.545 0.083
N -1.267 -0.764 -0.380
H -0.888 0.878 -1.422
H 1.383 0.433 -0.705
H 0.680 1.056 1.106
H 1.414 -1.462 0.876
```

Results
Highest occupied orbital energy, eV: -9.66
LUMO energy, eV: 0.9
SMILES string: F[C@H]1CNN=N1
Spin multiplicity: 1
Charge: 0

=====

(2)
Here is one molecule with the formula C4H5NO in a non-equilibrium geometry from the OMol25 dataset. Energies are from ωB97M-V with the def2-TZVPD basis set.

```
11
Properties=species:S:1:pos:R:3
C -0.868 0.800 -0.429
C -0.060 1.149 0.743
C 1.675 -0.725 0.164
O -1.628 -1.303 0.062
N -1.923 0.031 -0.107
C 0.783 0.240 0.279
H -1.456 -1.681 -0.821
H -0.920 1.450 -1.311
H 0.093 2.106 1.220
H 2.024 -1.038 -0.813
H 2.278 -1.028 1.012
```

Results
Highest occupied orbital energy (spin up / spin down), eV: -8.53 / -7.47
LUMO energy (spin up / spin down), eV: -0.9 / -0.1
Spin multiplicity: 1
Charge: 0

=====

(3)
Here is C3H2N2OS as an isolated structure in a non-equilibrium geometry from the OMol25 dataset. Energies are from ωB97M-V with the def2-TZVPD basis set.

```
9
Properties=species:S:1:pos:R:3
C -1.187 1.239 0.001
C 0.067 -0.623 -0.001
C 0.262 0.785 -0.013
H -1.543 1.754 0.907
H -1.476 1.758 -0.894
N 1.187 -1.240 0.005
N 1.508 1.050 0.009
O 2.092 -0.190 -0.003
S -1.715 -0.567 -0.001
```

Results
Highest occupied orbital energy, eV: -9.72
LUMO energy, eV: 0.3
Spin multiplicity: 1
Charge: 0

=====

Number 1: total energy -342.6611 Eh. Number 2: total energy -285.1237 Eh. Number 3: total energy -698.3204 Eh.